Density functional theory data (ωB97M-V/def2-TZVPD) for a molecular structure, C3H2F3NO.

```
10
C3H2F3NO, DFT ωB97M-V/def2-TZVPD
C 0.65604 0.22697 0.37523
C -0.05240 1.20148 0.55081
C -2.08729 -0.92816 -2.55795
N -0.84263 -0.89643 -2.86037
O -0.02446 -0.08482 -3.03543
F -2.70311 0.16782 -2.08608
F -2.72291 -2.04611 -2.53155
F -0.49804 -2.37861 -3.40768
H 1.22822 -0.65531 0.39561
H -0.73574 1.96859 0.44661
```

Values from the calculation:
* spin multiplicity: 1
* orbital gap: 9.89 eV
* total charge: 0
* E: -14825.9861 eV
* lowest unoccupied orbital energy: -0.401 eV

Density functional theory data (ωB97M-V/def2-TZVPD) for a single C3H2F3NO molecule.

```
10
C3H2F3NO, DFT ωB97M-V/def2-TZVPD
F -3.47344 -1.05608 0.02264
C -2.40969 -0.33870 0.00493
N -2.37201 0.93527 0.05856
C -0.95751 1.29869 0.00981
F -0.77633 2.15607 1.05048
F -0.58544 2.04438 -1.04064
C -0.17934 -0.00866 0.00672
O -1.22491 -1.01870 -0.08278
H 0.25091 0.15705 -0.96493
H 0.60235 -0.32174 0.69487
```

Values from the calculation:
* spin multiplicity: 1
* orbital gap: 12.01 eV
* total charge: 0
* SMILES: FC1=NC(F)(F)CO1
* E: -14832.8580 eV
* lowest unoccupied orbital energy: 0.729 eV

Density functional theory data (ωB97M-V/def2-TZVPD) for a single C3H2FI2NO molecule.

```
10
C3H2FI2NO, DFT ωB97M-V/def2-TZVPD
C -2.06715 -0.36165 -0.03088
C -0.51210 0.98743 -1.48514
C -0.90038 0.23604 -0.27898
N -2.44793 -1.40369 1.10521
O 0.52212 1.60448 -1.49881
F 0.16426 0.11872 0.49510
I -4.38436 -1.73371 1.37667
I -1.46659 -1.66687 2.91081
H -2.90639 -0.22856 -0.61665
H -1.09341 0.89797 -2.42989
```

Values from the calculation:
* spin multiplicity: 1
* orbital gap: 7.34 eV
* total charge: 0
* E: -25596.0997 eV
* lowest unoccupied orbital energy: -1.432 eV

Among the records above, which one has the highest E? number 1

Copy entry 2 word for word.
Density functional theory data (ωB97M-V/def2-TZVPD) for a single C3H2F3NO molecule.

```
10
C3H2F3NO, DFT ωB97M-V/def2-TZVPD
F -3.47344 -1.05608 0.02264
C -2.40969 -0.33870 0.00493
N -2.37201 0.93527 0.05856
C -0.95751 1.29869 0.00981
F -0.77633 2.15607 1.05048
F -0.58544 2.04438 -1.04064
C -0.17934 -0.00866 0.00672
O -1.22491 -1.01870 -0.08278
H 0.25091 0.15705 -0.96493
H 0.60235 -0.32174 0.69487
```

Values from the calculation:
* spin multiplicity: 1
* orbital gap: 12.01 eV
* total charge: 0
* SMILES: FC1=NC(F)(F)CO1
* E: -14832.8580 eV
* lowest unoccupied orbital energy: 0.729 eV

Among the records above, which one has the lowest orbital gap? C3H2FI2NO